This record from the OMol25 dataset describes C3H3NO2 in the gas phase. The level of theory is ωB97M-V/def2-TZVPD.

Element x y z (Å)
1 O -1.263 0.712 -1.716
2 C -0.500 0.572 -0.271
3 N -0.544 1.730 -0.772
4 O 1.801 0.392 1.294
5 C 1.014 -0.533 1.220
6 C -0.204 -0.536 0.425
7 H -0.594 0.503 -2.398
8 H 1.191 -1.475 1.777
9 H -0.901 -1.363 0.439

Its LUMO energy is -0.103 eV. Its largest force on an atom is 0.66 eV/Å. As for the HOMO energy: -9.17 eV. The calculation puts the molar mass at 85.1 g mol⁻¹. As for the multiplicity: 1. The energy above the lowest of the compared OMol25 structures with the same formula, charge and spin comes out at 547.3 kJ/mol. As for the charge: 0. Its electronic energy is -8739.45872 eV.

Here are the Löwdin charges for atoms 1 to 4, given in e: atom 1 (O): 0.024, atom 2 (C): -0.223, atom 3 (N): 0.206, atom 4 (O): 0.011